Model one:
Density functional theory data (ωB97M-V/def2-TZVPD) for a 2-piece molecular cluster, CH4O2 overall.

SMILES string = C=O.O
Charge = 0
LUMO level = 0.57 eV

Geometry (Å):
C (-0.87, 0.26, 0.56)
O (-1.42, 0.55, -0.49)
H (-1.02, -0.55, 1.26)
H (-0.09, 0.93, 1.05)
O (1.12, -0.71, -0.63)
H (0.36, -0.17, -0.80)
H (1.92, -0.31, -0.94)

---

Model two:
Density functional theory data (ωB97M-V/def2-TZVPD) for one molecule with the formula CH4O2.

SMILES string = OCO
Charge = 0
LUMO level = 0.81 eV

Geometry (Å):
O (0.99, -0.40, -0.27)
C (-0.38, -0.04, -0.24)
O (-0.41, 1.06, 0.56)
H (1.00, -1.32, 0.06)
H (-0.73, 0.39, -1.28)
H (-1.00, -0.85, 0.26)
H (0.52, 1.16, 0.92)

---

Short version: model two is the most stable of them.

---

Model one:
Density functional theory data (ωB97M-V/def2-TZVPD) for one molecule with the formula BrH3P2.

SMILES string = [PH3]=PBr
Charge = 0
LUMO level = -0.36 eV

Geometry (Å):
P (0.18, -0.53, 0.70)
P (-0.25, 1.26, 1.43)
Br (0.80, 1.24, 3.20)
H (0.09, -1.43, 1.88)
H (-1.21, -0.45, 0.10)
H (1.60, -1.18, 0.45)

---

Model two:
Density functional theory data (ωB97M-V/def2-TZVPD) for a 2-piece molecular cluster, BrH3P2 overall.

Charge = 0
LUMO level = -0.23 eV

Geometry (Å):
P (0.10, -0.80, 0.31)
P (0.72, 1.31, 0.52)
Br (2.85, 0.93, 0.85)
H (-0.70, -0.43, -0.74)
H (1.15, -1.09, -0.64)
H (1.03, 1.62, -1.37)

---

Short version: model two is the most stable of them.

---

Model one:
Density functional theory data (ωB97M-V/def2-TZVPD) for an isolated ion of composition C5H14N2 and charge +1.

Charge = +1
LUMO level (alpha / beta) = -2.86 / -7.17 eV
Spin multiplicity = 2
Expectation value of S² = 0.754

Geometry (Å):
N (-0.97, 2.37, -0.03)
C (-0.25, 1.24, -0.64)
C (-1.08, 0.32, -1.53)
C (0.45, 0.54, 0.54)
N (0.55, -0.95, 0.38)
C (1.90, -1.44, 0.37)
C (-0.46, -1.84, 0.94)
H (-1.44, 2.01, 0.78)
H (-1.64, 2.78, -0.68)
H (0.52, 1.64, -1.32)
H (-1.99, -0.08, -1.08)
H (-0.38, -0.49, -1.78)
H (-1.42, 0.76, -2.46)
H (-0.03, 0.64, 1.51)
H (1.49, 0.86, 0.53)
H (2.64, -0.99, -0.28)
H (2.29, -1.26, 1.39)
H (1.91, -2.52, 0.22)
H (-1.45, -1.59, 0.57)
H (-0.42, -1.89, 2.03)
H (-0.15, -2.82, 0.57)

---

Model two:
Density functional theory data (ωB97M-V/def2-TZVPD) for an isolated ion of composition C5H14N2 and charge +1.

Charge = +1
LUMO level (alpha / beta) = -2.67 / -7.23 eV
Spin multiplicity = 2
Expectation value of S² = 0.755

Geometry (Å):
C (0.63, -0.98, 1.83)
N (-0.61, -0.68, 1.24)
C (-2.24, -0.90, -0.60)
C (-0.78, -0.80, -0.19)
C (-0.18, 0.52, -0.79)
N (1.21, 0.69, -0.46)
C (1.80, 1.94, -1.04)
H (0.57, -0.95, 2.92)
H (1.06, -1.88, 1.42)
H (1.27, -0.10, 1.55)
H (-0.98, 0.21, 1.56)
H (-2.26, -0.77, -1.68)
H (-2.80, -0.09, -0.15)
H (-2.70, -1.85, -0.38)
H (-0.18, -1.65, -0.52)
H (-0.80, 1.32, -0.38)
H (-0.31, 0.49, -1.88)
H (1.69, -0.11, -0.86)
H (1.19, 2.40, -1.80)
H (2.74, 1.65, -1.49)
H (2.06, 2.60, -0.22)

---

Short version: model two is the most stable of them.

---

Model one:
Density functional theory data (ωB97M-V/def2-TZVPD) for an isolated ion of composition C5H14N2 and charge +1.

Charge = +1
LUMO level (alpha / beta) = -2.88 / -8.19 eV
Spin multiplicity = 2
Expectation value of S² = 0.755

Geometry (Å):
C (-2.24, 0.02, -0.52)
N (-0.95, 0.12, -1.17)
C (0.71, -2.21, 0.29)
C (0.37, -0.81, 0.80)
C (0.23, 0.19, -0.38)
C (0.41, 1.67, 0.13)
N (1.82, 2.01, -0.08)
H (-2.45, -0.93, -0.03)
H (-3.04, 0.16, -1.26)
H (-2.38, 0.87, 0.14)
H (-0.88, -0.71, -1.77)
H (1.27, -2.75, 1.06)
H (1.35, -2.20, -0.59)
H (-0.21, -2.78, 0.11)
H (-0.49, -0.80, 1.47)
H (1.20, -0.45, 1.36)
H (1.04, 0.00, -1.08)
H (-0.16, 2.34, -0.53)
H (0.09, 1.80, 1.16)
H (2.33, 1.51, 0.67)
H (1.98, 2.96, 0.22)

---

Model two:
Density functional theory data (ωB97M-V/def2-TZVPD) for an isolated ion of composition C5H14N2 and charge +1.

Charge = +1
LUMO level (alpha / beta) = -3.06 / -8.21 eV
Spin multiplicity = 2
Expectation value of S² = 0.756

Geometry (Å):
C (-1.08, -0.13, -2.36)
C (0.39, -0.23, -2.00)
C (0.77, -1.12, -0.79)
C (-0.23, -0.99, 0.38)
N (-0.63, 0.35, 0.68)
C (0.17, 1.29, 1.38)
N (0.62, 0.85, 2.75)
H (-1.49, -1.03, -2.81)
H (-1.69, 0.18, -1.50)
H (-1.21, 0.72, -3.03)
H (0.94, -0.61, -2.86)
H (0.78, 0.76, -1.82)
H (1.79, -0.87, -0.51)
H (0.68, -2.16, -1.10)
H (-1.09, -1.65, 0.41)
H (0.33, -1.41, 1.23)
H (-1.60, 0.39, 1.01)
H (-0.35, 2.24, 1.51)
H (1.07, 1.57, 0.81)
H (1.59, 1.11, 2.86)
H (0.64, -0.17, 2.73)

---

Model three:
Density functional theory data (ωB97M-V/def2-TZVPD) for an isolated ion of composition C5H14N2 and charge +1.

Charge = +1
LUMO level (alpha / beta) = -3.00 / -8.74 eV
Spin multiplicity = 2
Expectation value of S² = 0.755

Geometry (Å):
C (1.66, -1.08, -0.35)
C (1.32, 0.33, -0.62)
C (0.42, 1.12, 0.38)
C (-0.87, 0.28, 0.74)
N (-1.45, -0.08, -0.63)
C (-2.88, 0.37, -0.77)
N (2.25, -1.39, 1.07)
H (2.36, -1.71, -0.91)
H (0.75, -1.76, -0.54)
H (0.89, 0.53, -1.55)
H (2.43, 0.84, -0.75)
H (0.04, 2.12, 0.06)
H (0.95, 1.16, 1.37)
H (-1.58, 0.97, 1.24)
H (-0.51, -0.45, 1.57)
H (-1.38, -1.12, -0.53)
H (-3.26, 0.11, -1.75)
H (-2.94, 1.48, -1.00)
H (-3.54, 0.17, 0.20)
H (3.26, -1.27, 1.01)
H (2.07, -0.59, 1.76)

---

Short version: model one is the most stable of them.

---

Model one:
Density functional theory data (ωB97M-V/def2-TZVPD) for a 2-piece molecular cluster, C8H8 overall.

SMILES string = c1ccccc1.C#C
Charge = 0
LUMO level = 1.07 eV

Geometry (Å):
C (-2.32, 0.67, -0.14)
C (-1.87, 0.55, -1.44)
C (-0.66, -0.04, -1.74)
C (0.18, -0.47, -0.71)
C (-0.31, -0.43, 0.59)
C (-1.52, 0.18, 0.88)
H (-3.28, 1.09, 0.04)
H (-2.49, 0.87, -2.21)
H (-0.38, -0.15, -2.79)
H (1.10, -0.96, -0.87)
H (0.30, -0.76, 1.44)
H (-1.88, 0.31, 1.91)
C (3.83, -0.40, 1.22)
C (2.70, -0.08, 1.36)
H (4.82, -0.56, 0.62)
H (1.67, 0.31, 1.65)

---

Model two:
Density functional theory data (ωB97M-V/def2-TZVPD) for one molecule with the formula C8H8.

SMILES string = C#CC1(C#C)CCC1
Charge = 0
LUMO level = 0.98 eV

Geometry (Å):
C (1.38, 2.32, 0.05)
C (0.59, 1.40, -0.24)
C (-0.44, 0.32, -0.11)
C (-1.90, 0.60, -0.07)
C (-3.16, 0.59, 0.00)
C (0.21, -0.48, 1.11)
C (0.99, -1.30, 0.02)
C (0.29, -0.74, -1.05)
H (2.32, 3.08, 0.04)
H (-4.33, 0.32, 0.11)
H (0.91, 0.03, 1.85)
H (-0.49, -1.28, 1.39)
H (1.92, -0.83, -0.24)
H (1.28, -2.48, 0.37)
H (-0.56, -1.24, -1.59)
H (1.00, -0.31, -1.64)

---

Short version: model one is the most stable of them.

---

Model one:
Density functional theory data (ωB97M-V/def2-TZVPD) for one molecule with the formula C8H8.

SMILES string = C=Cc1ccccc1
Charge = 0
LUMO level = 0.75 eV

Geometry (Å):
C (0.91, 2.65, -0.59)
C (1.07, 1.34, -0.97)
C (0.38, 0.17, -0.33)
C (-0.95, -0.05, -0.61)
C (-1.68, -1.34, -0.20)
C (-1.05, -1.93, 0.90)
C (0.23, -1.57, 1.41)
C (0.98, -0.50, 0.73)
H (1.33, 3.55, -1.14)
H (0.18, 2.72, 0.20)
H (1.53, 1.00, -1.89)
H (-1.35, 0.48, -1.67)
H (-2.76, -1.49, -0.48)
H (-1.44, -2.82, 1.23)
H (0.68, -2.16, 2.31)
H (1.93, -0.05, 1.11)

---

Model two:
Density functional theory data (ωB97M-V/def2-TZVPD) for one molecule with the formula C8H8.

SMILES string = C=C1[C@H]2C=C[C@@H]1C=C2
Charge = 0
LUMO level = 1.17 eV

Geometry (Å):
C (-0.80, 0.49, -2.04)
C (-0.30, 0.17, -0.88)
C (-0.71, -0.84, 0.14)
C (-0.96, 0.07, 1.37)
C (-0.13, 1.08, 1.28)
C (0.72, 0.84, 0.02)
C (1.57, -0.38, 0.24)
C (0.69, -1.43, 0.31)
H (-0.29, 1.24, -2.70)
H (-1.67, -0.04, -2.50)
H (-1.45, -1.58, -0.16)
H (-1.60, -0.22, 2.18)
H (0.05, 1.82, 2.05)
H (1.33, 1.69, -0.34)
H (2.68, -0.49, 0.29)
H (0.87, -2.41, 0.74)

---

Model three:
Density functional theory data (ωB97M-V/def2-TZVPD) for C8H8 as an isolated structure.

Charge = 0
LUMO level = 1.23 eV

Geometry (Å):
C (1.19, 1.30, -0.73)
C (1.24, 1.31, 0.62)
C (1.01, -1.29, -0.54)
C (1.14, -1.26, 0.76)
C (-1.13, -0.04, -0.81)
C (-1.14, -0.08, 0.69)
C (0.36, 0.03, -0.84)
C (0.44, 0.07, 0.83)
H (1.43, 2.17, -1.47)
H (1.54, 1.99, 1.34)
H (1.00, -2.02, -1.31)
H (1.61, -1.91, 1.59)
H (-1.45, -1.02, -1.21)
H (-1.44, 0.90, -1.28)
H (-1.59, 0.80, 1.18)
H (-1.59, -0.92, 1.21)

---

Short version: model one is the most stable of them.